1.
The following is a quantum chemistry calculation of an isolated ion of composition C8H14Cl3N2 and charge +1 in a non-equilibrium geometry, from OMol25.

Properties
LUMO level (spin up / spin down)   -3.5 / -7.3 eV
Highest occupied orbital energy (spin up / spin down)   -10.355 / -13.333 eV
Kohn-Sham gap (spin up / spin down)   6.9 / 6.1 eV
Molecular weight   244.57 g/mol

Structure (ORCA input):
```
! RIJCOSX wB97M-V def2-TZVPD def2/J DEFGRID3
* xyz 1 3
Cl -2.240 1.700 -0.017
Cl 2.025 -1.275 1.300
Cl 2.780 1.614 0.234
N -2.405 -1.080 -0.433
N 0.672 1.414 -1.422
C 1.181 0.857 -0.259
C -1.010 -0.724 -0.003
C -1.087 0.513 0.873
C 0.295 1.205 0.926
C 2.484 -1.042 -1.417
C 0.057 -1.189 -0.635
C 1.416 -0.645 -0.319
C -1.621 0.168 2.240
H 2.340 -2.221 -1.481
H -1.240 0.837 2.930
H -0.018 2.308 1.026
H 0.310 2.327 -1.421
H -1.492 -0.780 2.655
H -3.134 -1.201 0.322
H 3.487 -0.791 -1.139
H 0.930 0.809 1.702
H 0.120 -2.019 -1.278
H -2.515 -1.859 -1.213
H -2.437 -0.137 -0.963
H 2.344 -0.431 -2.323
H 1.393 1.356 -2.152
H -2.637 0.287 2.267
*
```

In the natural (NBO) picture, each atom carries the following charge in e: atom 1 (Cl): -0.0850, atom 2 (Cl): -0.0137, atom 3 (Cl): -0.0801, atom 4 (N): -0.7888, atom 5 (N): -0.8146, atom 6 (C): 0.1733, atom 7 (C): 0.2509, atom 8 (C): -0.0065, atom 9 (C): -0.4975, atom 10 (C): -0.6189, atom 11 (C): -0.2154, atom 12 (C): -0.0581, atom 13 (C): -0.6529, atom 14 (H): 0.2344, atom 15 (H): 0.2488, atom 16 (H): 0.2657, atom 17 (H): 0.4025, atom 18 (H): 0.2478, atom 19 (H): 0.4706, atom 20 (H): 0.2542, atom 21 (H): 0.2750, atom 22 (H): 0.2327, atom 23 (H): 0.4651, atom 24 (H): 0.4756, atom 25 (H): 0.2204, atom 26 (H): 0.3889, atom 27 (H): 0.2256


2.
The following is a quantum chemistry calculation of one molecule with the formula C8H14ClNO3 in a non-equilibrium geometry, from OMol25.

Properties
LUMO level   0.7 eV
Highest occupied orbital energy   -9.483 eV
Structure (SMILES)   [H]/N=C(\Cl)[C@]1(O)OC(C)(C)OC1(C)C
Kohn-Sham gap   10.2 eV
Molecular weight   207.66 g/mol

Structure (ORCA input):
```
! RIJCOSX wB97M-V def2-TZVPD def2/J DEFGRID3
* xyz 0 1
Cl -1.643 -1.058 -2.436
O 0.676 -0.057 1.161
O 0.607 -0.608 -1.016
O 0.740 1.634 -1.308
N -1.947 1.617 -2.067
C -0.397 0.748 0.596
C 2.606 -1.152 0.066
C 1.078 -1.052 0.261
C -1.390 0.525 -1.879
C -0.067 0.633 -0.823
C -0.338 2.188 1.115
C -1.666 0.048 1.062
C 0.547 -2.423 0.670
H 2.852 -1.797 -0.771
H -1.387 -0.578 1.837
H 0.855 -3.014 -0.127
H -0.514 -2.251 0.852
H 3.198 -0.270 -0.149
H -2.734 1.632 -2.754
H -2.439 0.746 1.479
H 3.035 -1.589 0.959
H -0.587 2.753 0.255
H 0.883 -2.822 1.650
H 0.726 1.729 -2.299
H -2.192 -0.346 0.272
H -1.085 2.269 1.801
H 0.583 2.497 1.594
*
```

In the natural (NBO) picture, each atom carries the following charge in e: atom 1 (Cl): 0.0398, atom 2 (O): -0.5386, atom 3 (O): -0.5516, atom 4 (O): -0.7080, atom 5 (N): -0.6314, atom 6 (C): 0.1908, atom 7 (C): -0.6410, atom 8 (C): 0.5437, atom 9 (C): 0.2080, atom 10 (C): 0.4792, atom 11 (C): -0.6034, atom 12 (C): -0.6242, atom 13 (C): -0.6561, atom 14 (H): 0.2147, atom 15 (H): 0.2333, atom 16 (H): 0.2186, atom 17 (H): 0.2179, atom 18 (H): 0.2262, atom 19 (H): 0.3605, atom 20 (H): 0.2125, atom 21 (H): 0.2041, atom 22 (H): 0.2376, atom 23 (H): 0.2240, atom 24 (H): 0.4961, atom 25 (H): 0.2131, atom 26 (H): 0.2016, atom 27 (H): 0.2324


> Which value of molecular weight does entry 2 give?

207.66 g/mol


> Which value of molecular weight does entry 1 give?

244.57 g/mol